# 1
C9H10ClNO2S | ωB97M-V/def2-TZVPD

Output
HOMO in eV: -8.70
Frontier orbital gap in eV: 9.32
ΔE to the lowest compared entry with this formula, charge and spin in kJ/mol: 92.3
SMILES string: C=C(C)S(=O)(=O)Nc1cccc(Cl)c1

```
24
C9H10ClNO2S, DFT ωB97M-V/def2-TZVPD
C -1.5929 2.5302 0.1396
C -1.9290 1.3073 0.0525
C -2.5783 0.5951 -0.9887
S -1.2160 0.3790 1.3597
O -0.3639 1.1929 2.1106
O -2.2152 -0.3799 2.0595
N -0.1719 -0.7975 0.5562
C 1.2165 -0.7127 0.5965
C 1.9899 -1.9219 0.7729
C 3.3701 -1.9021 0.7745
C 4.0148 -0.6949 0.4192
C 3.2426 0.4301 0.2595
Cl 4.1396 1.9152 -0.1390
C 1.8859 0.4765 0.3111
H -2.0006 3.2351 -0.6854
H -0.9898 2.7425 0.9867
H -3.7270 0.5530 -0.8286
H -2.1688 -0.3873 -0.9118
H -2.3854 1.0845 -1.9877
H -0.5390 -1.7238 0.6929
H 1.5071 -2.7926 1.1538
H 3.8940 -2.7807 1.1011
H 5.1655 -0.5196 0.5272
H 1.2580 1.3658 0.2698
```

---

# 2
C2H4N2OS | ωB97M-V/def2-TZVPD

Output
HOMO in eV: -9.65
Frontier orbital gap in eV: 9.64
ΔE to the lowest compared entry with this formula, charge and spin in kJ/mol: 110.3
SMILES string: [H]/N=C(/N)C(=O)S

```
10
C2H4N2OS, DFT ωB97M-V/def2-TZVPD
H 0.3638 -1.6866 -1.1077
N -0.1137 -1.5223 -0.2366
C -0.1998 -0.3432 0.2070
N -0.8255 -0.1192 1.4416
C 0.2134 0.9969 -0.4177
O -0.0698 2.0463 0.1149
S 1.1604 1.0275 -1.8565
H -0.9890 -0.8982 2.0913
H -0.8761 0.8023 1.7799
H 1.3363 -0.3036 -2.0162
```

---

# 3
C42H32N2NiOP2SSe | ωB97M-V/def2-TZVPD

Output
HOMO (alpha / beta) in eV: -13.94 / -13.94
Frontier orbital gap (alpha / beta) in eV: 7.52 / 7.52
Total charge: +2

```
82
C42H32N2NiOP2SSe, DFT ωB97M-V/def2-TZVPD
Ni 0.1781 0.2467 -0.7831
O 0.9539 2.6664 -2.3423
S 0.3965 2.3048 -1.0190
C 1.5014 2.8387 0.2720
C 1.5645 4.1443 0.7309
C 2.5372 4.4635 1.6673
C 3.4228 3.4940 2.1268
C 3.3605 2.1890 1.6405
C 2.3959 1.8611 0.6971
P 2.2697 0.2189 -0.0751
C 2.5361 -0.9516 1.2551
C 3.8140 -1.3132 1.6808
C 3.9493 -2.1558 2.7761
C 2.8261 -2.6323 3.4412
C 1.5529 -2.2646 3.0254
C 1.4025 -1.4235 1.9325
C 3.6237 0.0462 -1.2465
C 4.1121 -1.2244 -1.5574
C 5.0891 -1.3692 -2.5280
C 5.5671 -0.2524 -3.2030
C 5.0653 1.0104 -2.9122
C 4.0882 1.1645 -1.9384
C -1.0912 3.1961 -0.7180
C -1.1941 4.5482 -1.0068
C -2.3722 5.1921 -0.6566
C -3.3959 4.4840 -0.0255
C -3.2851 3.1151 0.1958
C -2.1269 2.4592 -0.1802
P -1.9774 0.6576 -0.2489
C -2.3935 0.1209 1.4086
C -3.2292 -0.9629 1.6571
C -3.4669 -1.3536 2.9693
C -2.8589 -0.6817 4.0226
C -2.0110 0.3926 3.7752
C -1.7778 0.7985 2.4657
C -3.2524 0.0906 -1.3883
C -4.6113 0.2758 -1.1618
C -5.5248 -0.1646 -2.1088
C -5.0939 -0.7862 -3.2742
C -3.7403 -0.9760 -3.5150
C -2.8171 -0.5374 -2.5724
H 0.8672 4.8969 0.3833
H 2.5965 5.4782 2.0432
H 4.1696 3.7551 2.8681
H 4.0531 1.4368 1.9968
H 4.6923 -0.9484 1.1623
H 4.9391 -2.4423 3.1101
H 2.9451 -3.2915 4.2918
H 0.6778 -2.6285 3.5528
H 0.4156 -1.1072 1.6114
H 3.7382 -2.0950 -1.0307
H 5.4811 -2.3530 -2.7563
H 6.3328 -0.3679 -3.9607
H 5.4360 1.8779 -3.4435
H 3.6948 2.1536 -1.7202
H -0.3857 5.0667 -1.5094
H -2.4938 6.2455 -0.8750
H -4.3025 4.9985 0.2675
H -4.1054 2.5684 0.6479
H -3.6996 -1.4922 0.8395
H -4.1338 -2.1825 3.1711
H -3.0527 -0.9954 5.0415
H -1.5421 0.9192 4.5968
H -1.1269 1.6463 2.2611
H -4.9612 0.7464 -0.2492
H -6.5843 -0.0216 -1.9338
H -5.8201 -1.1243 -4.0048
H -3.4138 -1.4577 -4.4282
H -1.7664 -0.6629 -2.7438
Se 1.1463 -1.9399 -2.8250
N 0.2084 -1.6818 -1.2991
C -0.3190 -2.8526 -0.9752
C -1.1420 -3.1145 0.1735
C -1.6239 -4.3673 0.3335
C -1.3340 -5.4356 -0.5955
C -0.5682 -5.2468 -1.6832
C -0.0297 -3.9337 -1.9217
N 0.7243 -3.6128 -2.9563
H -1.3573 -2.3227 0.8719
H -2.2503 -4.5790 1.1928
H -1.7470 -6.4182 -0.4024
H -0.3455 -6.0445 -2.3811
```

---

# 4
CH3N5O2 | ωB97M-V/def2-TZVPD

Output
HOMO in eV: -9.62
Frontier orbital gap in eV: 8.90
ΔE to the lowest compared entry with this formula, charge and spin in kJ/mol: 362.9

```
11
CH3N5O2, DFT ωB97M-V/def2-TZVPD
C -0.0076 0.6824 -0.1832
H -2.5300 0.6415 1.1681
H -2.9991 0.2738 -0.6788
H 2.5601 -0.1302 1.3496
N -2.3073 0.0365 0.3982
N -1.0302 -0.3351 -0.0962
N -0.4841 -1.5272 -0.1901
N 0.7392 -1.4220 -0.0645
N 1.1065 -0.0334 -0.0709
O 2.4556 0.4345 0.1440
O -0.3499 1.8266 -0.2160
```

---

no.,F_max (eV/A),calculated total energy (eV)
1,4.6,-38435.823
2,2.1,-18001.516
3,1.6,-184889.973
4,8.2,-12623.257